(1)
The molecule C10H9F8N3O. Source: the OMol25 dataset; level of theory: the ωB97M-V functional and the def2-TZVPD basis.

```
31
C10H9F8N3O the ωB97M-V functional and the def2-TZVPD basis
C -4.27518 -2.12806 -0.37158
C -3.32395 -0.99580 -0.16222
C -2.17282 -1.14791 0.60309
C -1.36355 -0.02380 0.71509
O -0.22584 -0.12076 1.45832
C 0.60028 1.00639 1.49559
C 1.60583 1.03551 0.33045
F 1.04680 1.47138 -0.81758
F 2.58833 1.92209 0.61963
C 2.23260 -0.36241 0.04468
F 1.33075 -1.11823 -0.60389
F 2.49328 -1.00292 1.20893
C 3.54945 -0.31870 -0.79597
F 3.57741 0.76125 -1.59084
F 3.56984 -1.39393 -1.61591
C 4.82102 -0.39380 0.09242
F 4.74108 0.44280 1.13816
F 5.89201 -0.03745 -0.62857
N -1.65232 1.13051 0.14728
C -2.78142 1.17232 -0.56988
N -3.10553 2.35768 -1.12506
N -3.62185 0.15752 -0.74588
H -3.77764 -2.93649 -0.90396
H -4.61574 -2.51421 0.58686
H -5.12705 -1.78603 -0.95091
H -1.90377 -2.07314 1.07903
H 1.17478 0.95923 2.42466
H 0.00891 1.92764 1.43839
H 4.96054 -1.42185 0.46346
H -2.39503 3.06649 -1.16595
H -3.85118 2.36469 -1.79786
```

The HOMO energy is -0.3222 Eh. The value obtained for the LUMO energy is 0.835 eV. Its HOMO-LUMO gap is 9.60 eV. The SMILES is Cc1cc(OCC(F)(F)C(F)(F)C(F)(F)C(F)F)nc(N)n1. The energy comes out at -38774.7502 eV. The calculation puts the energy relative to the best compared isomer or geometry (same formula, charge and spin) at 8.3 kJ/mol.

Atomic partial charges in e from the Mulliken method, atoms 1 to 5: atom 1 (C): -1.17, atom 2 (C): 0.82, atom 3 (C): -0.94, atom 4 (C): 0.86, atom 5 (O): -0.41



(2)
The molecule C6H5Cl3N2 at a distorted geometry. Source: the OMol25 dataset; level of theory: the ωB97M-V functional and the def2-TZVPD basis.

```
16
C6H5Cl3N2 the ωB97M-V functional and the def2-TZVPD basis
C 0.87720 1.53160 -1.77432
C 0.28469 0.19851 -1.46759
C 0.00056 -0.15600 0.02455
C 0.68487 -1.07732 0.92165
Cl 2.35352 -1.66924 0.40920
N 0.29135 -1.45119 2.12505
C -0.91557 -1.17613 2.53155
Cl -1.14406 -1.55784 4.22075
N -1.75970 -0.34340 1.83550
C -1.34063 0.02144 0.68717
Cl -2.57667 0.92538 -0.31484
H 1.27118 1.48671 -2.75727
H 0.08994 2.37000 -1.75347
H 1.61950 1.61073 -1.01547
H 0.96244 -0.67461 -1.54117
H -0.69862 -0.03863 -2.13127
```

The HOMO energy is -0.3690 Eh. The value obtained for the LUMO energy is -0.394 eV. Its HOMO-LUMO gap is 9.65 eV. The SMILES is CCc1c(Cl)nc(Cl)nc1Cl. The energy comes out at -46849.3823 eV. The calculation puts the energy relative to the best compared isomer or geometry (same formula, charge and spin) at 147.7 kJ/mol.

Atomic partial charges in e from the Mulliken method, atoms 1 to 5: atom 1 (C): -0.94, atom 2 (C): -0.41, atom 3 (C): 0.07, atom 4 (C): 0.43, atom 5 (Cl): -0.21



(3)
A structure of composition C64H76AgF3N10O2 at a distorted geometry. Source: the OMol25 dataset; level of theory: the ωB97M-V functional and the def2-TZVPD basis.

```
156
C64H76AgF3N10O2 the ωB97M-V functional and the def2-TZVPD basis
Ag -0.59848 0.14346 5.33255
C 1.82571 -1.53301 0.55982
O 1.46517 -2.22899 -0.68145
O 0.70229 -0.83095 1.05704
C 2.67027 -2.42219 1.57084
F 2.60817 -1.99256 2.86132
F 2.42161 -3.74364 1.56686
F 3.97239 -2.35316 1.21012
C 2.54257 -2.67181 -1.51659
C 1.86755 -3.63758 -2.55332
H 0.96731 -3.20784 -2.99265
H 2.56707 -3.94500 -3.33066
H 1.41513 -4.44974 -1.98428
H 3.26737 -3.25365 -0.94719
H 3.01569 -1.78259 -1.93318
H 2.47922 -0.73462 0.20829
C -7.63056 -2.24449 3.60758
N -6.66755 -3.14413 2.94722
C -5.39930 -2.77082 2.73282
C -4.47061 -3.60994 2.11157
C -4.90274 -4.89430 1.65447
C -6.18215 -5.27759 1.97703
C -7.07721 -4.38233 2.62049
C -3.99311 -5.66685 0.85427
C -4.34422 -6.21610 -0.37417
C -3.38711 -6.78537 -1.17307
N -2.11402 -6.94769 -0.78548
C -1.67116 -6.38925 0.38894
C -2.62316 -5.83102 1.25542
C -1.12109 -7.78209 -1.54167
H -7.97109 -2.70844 4.53327
H -8.46600 -2.04072 2.93778
H -7.12937 -1.29001 3.76836
H -5.02140 -1.93163 3.29795
H -3.43287 -3.31090 2.10334
H -6.53506 -6.20952 1.56067
H -8.13190 -4.55000 2.78149
H -5.32623 -6.03563 -0.78584
H -3.73835 -7.20618 -2.10364
H -0.65830 -6.63877 0.66872
H -2.35266 -5.43632 2.22364
H -1.08880 -7.33570 -2.53555
H -1.51012 -8.79698 -1.62382
H -0.16391 -7.83242 -1.02268
C -5.68470 8.98645 0.79313
N -5.46226 7.62732 0.27016
C -4.17393 7.24685 -0.00347
C -4.01699 5.95688 -0.55773
C -5.09099 5.03903 -0.75183
C -6.41978 5.51612 -0.44476
C -6.54615 6.82887 0.04456
C -4.90005 3.70027 -1.28077
C -5.90726 2.93654 -1.94682
C -5.60206 1.63652 -2.38944
N -4.41165 1.11663 -2.13399
C -3.37208 1.77632 -1.53182
C -3.67793 3.02803 -1.03091
C -4.15691 -0.30581 -2.57072
H -5.78286 8.99626 1.87865
H -6.65207 9.17153 0.32617
H -4.94377 9.69187 0.41696
H -3.43602 7.99535 0.24482
H -3.01199 5.71285 -0.86888
H -7.29700 4.93554 -0.68931
H -7.52562 7.28381 0.05193
H -6.90767 3.31014 -2.10802
H -6.37437 1.02115 -2.82676
H -2.46685 1.19618 -1.42986
H -2.93572 3.48064 -0.39008
H -3.57246 -0.23607 -3.48813
H -5.06826 -0.79970 -2.90781
H -3.53667 -0.83452 -1.84694
C -4.50079 7.62235 -5.60502
N -3.92361 6.25349 -5.84358
C -2.62311 6.03436 -5.50834
C -2.05534 4.78579 -5.83812
C -2.79985 3.74160 -6.30330
C -4.19996 3.92270 -6.39313
C -4.70059 5.25298 -6.22365
C -2.12709 2.45240 -6.68580
C -2.54955 1.79954 -7.82368
C -1.97678 0.58356 -8.30364
N -0.89132 0.19657 -7.59224
C -0.42354 0.76791 -6.47189
C -1.06169 1.90424 -5.95000
C -0.14701 -1.00030 -8.02709
H -4.71877 7.80136 -4.55216
H -5.43310 7.69134 -6.16552
H -3.82261 8.30866 -6.11212
H -2.09714 6.91788 -5.17798
H -0.97934 4.69504 -5.81815
H -4.87343 3.14058 -6.71116
H -5.75335 5.48611 -6.28486
H -3.41236 2.18852 -8.34394
H -2.35233 0.02002 -9.14495
H 0.48942 0.36327 -6.06058
H -0.69856 2.40688 -5.06577
H 0.11589 -1.55315 -7.12523
H 0.78951 -0.84422 -8.56249
H -0.74836 -1.57554 -8.73107
C 7.63078 1.27796 -1.14851
N 6.64482 2.01134 -0.27588
C 6.62346 1.87767 1.08720
C 5.67357 2.58291 1.79105
C 4.67407 3.33464 1.17374
C 4.79489 3.47528 -0.19946
C 5.74113 2.75353 -0.97333
C 3.64703 4.08732 1.96322
C 2.27829 3.90816 1.83853
C 1.36382 4.43882 2.71088
N 1.78872 5.19319 3.70779
C 3.12376 5.45517 3.88155
C 4.09425 4.80303 3.09295
C 0.82649 5.79692 4.62612
H 7.93724 1.98192 -1.92222
H 7.23516 0.30792 -1.44953
H 8.46939 1.15871 -0.46249
H 7.31211 1.19489 1.56256
H 5.73904 2.46203 2.86226
H 3.95082 3.98584 -0.63907
H 5.87115 2.75405 -2.04548
H 2.01058 3.38123 0.93461
H 0.29250 4.39441 2.58169
H 3.36188 6.12409 4.69534
H 5.14220 4.90218 3.33454
H -0.21067 5.54248 4.40786
H 0.98193 6.87136 4.52856
H 1.12316 5.54476 5.64421
C 9.73521 -6.04832 1.35927
N 8.70833 -5.58190 2.33209
C 9.02665 -4.65893 3.24307
C 8.08836 -4.33207 4.18496
C 6.77637 -4.85101 4.27955
C 6.52360 -5.74389 3.21493
C 7.46284 -6.15200 2.30266
C 5.84631 -4.44744 5.37890
C 5.96044 -3.21751 6.09198
C 5.12565 -2.93338 7.16465
N 4.07842 -3.79887 7.42016
C 3.87921 -4.91144 6.67760
C 4.75207 -5.29916 5.67328
C 3.08913 -3.44072 8.46476
H 9.42676 -6.11192 0.31576
H 10.05733 -7.00954 1.75972
H 10.53755 -5.32036 1.47929
H 9.99963 -4.20132 3.14148
H 8.47890 -3.69089 4.96133
H 5.60493 -6.31147 3.19760
H 7.30952 -7.00013 1.65185
H 6.69668 -2.52959 5.70328
H 5.06547 -2.02940 7.75252
H 2.89246 -5.32609 6.82183
H 4.53370 -6.17309 5.07750
H 2.35136 -2.75737 8.04426
H 3.61923 -2.87230 9.22894
H 2.58212 -4.32161 8.85856
```

The HOMO energy is -0.8614 Eh. The value obtained for the LUMO energy is -20.017 eV. Its charge is +10. Its HOMO-LUMO gap is 3.42 eV. The energy comes out at -98615.2528 eV. The calculation puts the energy relative to the best compared isomer or geometry (same formula, charge and spin) at 421.0 kJ/mol.

Atomic partial charges in e from the Mulliken method, atoms 1 to 5: atom 1 (Ag): 0.88, atom 2 (C): 0.06, atom 3 (O): -0.17, atom 4 (O): -0.92, atom 5 (C): 0.83



(4)
A cluster of 2 separate species, C4H9O3 in total at a distorted geometry. Source: the OMol25 dataset; level of theory: the ωB97M-V functional and the def2-TZVPD basis.

```
16
C4H9O3 the ωB97M-V functional and the def2-TZVPD basis
C 1.03026 -0.71324 1.15663
C 0.16542 -0.07011 2.26109
C 0.11744 -1.47205 0.15976
O 0.36538 -2.67966 0.13392
O -0.69236 -0.77475 -0.47429
H 1.45183 0.24315 0.67654
H 1.84860 -1.41733 1.43601
H 0.95197 0.27842 2.97527
H -0.56309 -0.66012 2.79845
H -0.39711 0.70422 1.85316
C -0.87772 1.19930 -2.42224
O 0.26355 1.32502 -1.58565
H -0.10622 0.48365 -0.92055
H -0.62895 0.55760 -3.24700
H -1.82076 0.78233 -2.00025
H -1.10825 2.21357 -2.80085
```

The HOMO energy is -0.1656 Eh. The value obtained for the LUMO energy is 4.197 eV. Its charge is -1. Its HOMO-LUMO gap is 8.70 eV. The energy comes out at -10437.1805 eV. The calculation puts the energy relative to the best compared isomer or geometry (same formula, charge and spin) at 124.0 kJ/mol.

Atomic partial charges in e from the Mulliken method, atoms 1 to 5: atom 1 (C): -0.30, atom 2 (C): -1.04, atom 3 (C): 0.55, atom 4 (O): -0.73, atom 5 (O): -0.70